Entry 1:
C5H6O2 | wB97M-V/def2-TZVPD

The value obtained for the total energy is -9372.99193 eV. Its HOMO energy (spin up / spin down) is -8.882 / -8.880 eV. The relative energy (zero: lowest compared OMol25 entry of this formula, charge and spin) is 395.9 kJ/mol.

Each line ends with the Mulliken charge.
Geometry (Å):
O  0.097  -2.389  -0.965  -0.69
C  -0.120  -1.191  -0.793  0.08
C  -0.818  -0.647  0.288  -0.24
C  -0.935  0.786  0.495  -0.41
C  0.499  1.225  0.287  0.37
O  0.934  2.336  0.375  -0.52
C  1.204  -0.058  -0.081  -0.57
H  -1.270  -1.339  0.986  0.39
H  -0.333  -0.590  -1.717  0.31
H  -1.309  1.010  1.494  0.32
H  -1.566  1.345  -0.200  0.28
H  1.729  -0.522  0.759  0.35
H  1.888  0.032  -0.926  0.33

Entry 2:
C5H6O2 | wB97M-V/def2-TZVPD

The value obtained for the total energy is -9374.49441 eV. Its HOMO energy is -10.275 eV. The relative energy (zero: lowest compared OMol25 entry of this formula, charge and spin) is 251.0 kJ/mol. Its structure (SMILES) is C#CC(=O)[C@@H](C)O.

Each line ends with the Mulliken charge.
Geometry (Å):
C  2.930  -0.136  0.380  -0.01
C  1.863  -0.419  -0.112  -0.32
C  0.517  -0.364  -0.714  0.19
O  0.285  -0.468  -1.895  -0.49
C  -0.596  -0.147  0.293  0.42
C  -1.556  0.975  -0.068  -1.30
O  -1.274  -1.391  0.377  -0.51
H  3.924  0.130  0.686  0.40
H  -0.087  0.103  1.227  0.25
H  -2.355  1.017  0.677  0.33
H  -2.009  0.822  -1.051  0.32
H  -1.048  1.948  -0.049  0.36
H  -0.594  -2.068  0.250  0.36

Entry 3:
C5H6O2 | wB97M-V/def2-TZVPD

The value obtained for the total energy is -9372.47785 eV. Its HOMO energy is -9.153 eV. The relative energy (zero: lowest compared OMol25 entry of this formula, charge and spin) is 445.5 kJ/mol. Its structure (SMILES) is C1=C[C@H]2O[C@H]2CO1.

Each line ends with the Mulliken charge.
Geometry (Å):
C  -1.222  1.004  0.273  0.06
C  -0.079  1.534  -0.179  -0.80
C  1.076  0.710  -0.107  0.25
O  1.385  -0.092  1.076  -0.43
C  0.917  -0.804  -0.161  -0.15
C  -0.568  -1.285  0.023  -0.33
O  -1.581  -0.410  0.387  -0.31
H  -2.127  1.604  0.579  0.35
H  0.050  2.559  0.037  0.30
H  2.197  0.760  -0.589  0.27
H  1.484  -1.528  -0.788  0.37
H  -0.947  -2.343  0.602  0.25
H  -0.587  -1.710  -1.152  0.19

Entry 4:
C5H6O2 | wB97M-V/def2-TZVPD

The value obtained for the total energy is -9375.67977 eV. Its HOMO energy is -9.537 eV. The relative energy (zero: lowest compared OMol25 entry of this formula, charge and spin) is 136.6 kJ/mol. Its structure (SMILES) is O=C1CO[C@H]2C[C@@H]12.

Each line ends with the Mulliken charge.
Geometry (Å):
O  1.143  1.969  0.878  -0.57
C  0.706  1.007  0.296  0.36
C  1.522  -0.225  -0.113  -0.32
O  0.672  -1.068  -0.868  -0.43
C  -0.655  -0.610  -0.762  -0.06
C  -1.267  -0.460  0.582  -0.62
C  -0.699  0.755  -0.142  -0.16
H  1.905  -0.745  0.775  0.24
H  2.383  0.086  -0.716  0.30
H  -1.285  -0.950  -1.572  0.39
H  -0.748  -0.839  1.458  0.21
H  -2.351  -0.504  0.632  0.26
H  -1.327  1.584  -0.447  0.40

Entry 5:
C5H6O2 | wB97M-V/def2-TZVPD

The value obtained for the total energy is -9373.91682 eV. Its HOMO energy is -9.479 eV. The relative energy (zero: lowest compared OMol25 entry of this formula, charge and spin) is 306.7 kJ/mol.

Each line ends with the Mulliken charge.
Geometry (Å):
C  -1.744  -0.183  -0.304  -1.18
C  -0.536  -0.007  0.598  0.59
O  0.317  -1.186  0.488  -0.35
C  1.553  -0.817  0.115  0.53
O  2.480  -1.560  -0.054  -0.54
C  1.512  0.693  -0.037  -0.19
C  0.275  1.233  0.319  -0.83
H  -2.294  -1.090  -0.040  0.33
H  -2.404  0.682  -0.207  0.35
H  -1.428  -0.265  -1.350  0.32
H  -0.847  0.048  1.649  0.29
H  2.419  1.254  -0.256  0.47
H  0.744  1.146  -0.923  0.23

Entry 6:
C5H6O2 | wB97M-V/def2-TZVPD

The value obtained for the total energy is -9374.92840 eV. Its HOMO energy is -8.762 eV. The relative energy (zero: lowest compared OMol25 entry of this formula, charge and spin) is 209.1 kJ/mol. Its structure (SMILES) is C[C@H]1O[C@H]1C=C=O.

Each line ends with the Mulliken charge.
Geometry (Å):
C  0.758  -0.975  1.076  -1.13
C  -0.545  -0.269  0.917  0.13
O  -0.588  1.125  0.669  -0.49
C  -1.081  0.217  -0.356  0.14
C  -0.244  0.432  -1.549  -0.99
C  0.758  1.277  -1.359  0.58
O  1.654  2.009  -1.288  -0.38
H  1.214  -0.700  2.028  0.28
H  0.566  -2.054  1.076  0.30
H  1.454  -0.744  0.266  0.34
H  -1.316  -0.537  1.632  0.41
H  -2.159  0.088  -0.549  0.42
H  -0.469  0.131  -2.563  0.40

Entry 7:
C5H6O2 | wB97M-V/def2-TZVPD

The value obtained for the total energy is -9374.10703 eV. Its HOMO energy is -9.423 eV. The relative energy (zero: lowest compared OMol25 entry of this formula, charge and spin) is 288.4 kJ/mol.

Each line ends with the Mulliken charge.
Geometry (Å):
C  1.038  1.019  -1.058  -1.19
C  0.705  -0.312  -0.383  0.58
O  0.743  -0.139  1.057  -0.37
C  -0.466  -0.440  1.581  0.48
O  -0.701  -0.462  2.756  -0.55
C  -1.406  -0.699  0.407  -0.28
C  -0.618  -0.829  -0.826  -0.63
H  2.018  1.361  -0.719  0.31
H  1.044  0.909  -2.144  0.36
H  0.299  1.779  -0.782  0.32
H  1.465  -1.063  -0.639  0.30
H  -2.228  -1.392  0.596  0.41
H  -1.891  0.269  0.154  0.25

Entry 8:
C5H6O2 | wB97M-V/def2-TZVPD

The value obtained for the total energy is -9374.55244 eV. Its HOMO energy is -8.398 eV. The relative energy (zero: lowest compared OMol25 entry of this formula, charge and spin) is 245.4 kJ/mol. Its structure (SMILES) is C#C/C(O)=C(\C)O.

Each line ends with the Mulliken charge.
Geometry (Å):
C  2.781  0.506  0.252  0.38
C  1.751  -0.069  0.011  -0.56
C  0.501  -0.732  -0.211  -0.19
O  0.572  -2.031  -0.614  -0.55
C  -0.700  -0.164  -0.005  0.51
C  -1.039  1.273  0.207  -1.01
O  -1.790  -1.021  -0.186  -0.61
H  3.697  1.009  0.477  0.42
H  -0.353  -2.250  -0.826  0.39
H  -1.861  1.382  0.924  0.29
H  -1.383  1.695  -0.745  0.26
H  -0.179  1.851  0.556  0.32
H  -1.982  -1.404  0.682  0.35

Entry 9:
C5H6O2 | wB97M-V/def2-TZVPD

The value obtained for the total energy is -9370.02682 eV. Its HOMO energy is -9.254 eV. The relative energy (zero: lowest compared OMol25 entry of this formula, charge and spin) is 682.0 kJ/mol.

Each line ends with the Mulliken charge.
Geometry (Å):
C  1.335  -0.444  1.192  -0.29
C  -0.175  -0.676  -0.039  0.30
C  -1.023  -0.366  -1.039  -0.56
C  -1.425  0.861  -0.758  -0.29
C  0.411  0.516  0.225  0.10
H  2.350  0.150  1.562  0.27
H  0.763  -0.862  2.142  0.25
H  -0.788  -1.145  0.840  0.14
H  -1.453  -1.417  -1.707  0.19
H  -2.180  1.615  -0.877  0.41
H  1.209  0.657  -0.545  0.28
O  1.267  -1.279  0.008  -0.41
O  -0.596  1.486  0.129  -0.39

Entry 10:
C5H6O2 | wB97M-V/def2-TZVPD

The value obtained for the total energy is -9370.12041 eV. Its HOMO energy is -8.968 eV. The relative energy (zero: lowest compared OMol25 entry of this formula, charge and spin) is 673.0 kJ/mol.

Each line ends with the Mulliken charge.
Geometry (Å):
C  1.186  -2.374  -0.248  -0.49
C  0.759  -1.308  0.427  0.06
C  -0.315  0.952  -0.308  0.57
C  -0.627  2.066  -1.204  -0.82
C  -0.941  0.781  1.003  0.15
H  1.118  -2.188  -1.432  0.27
H  0.969  -3.414  0.712  0.21
H  0.638  -1.089  1.606  0.26
H  -0.366  2.084  -2.306  0.25
H  -1.209  3.064  -0.999  0.24
H  -0.640  1.853  1.795  0.18
O  0.582  -0.134  -0.521  -0.42
O  -1.154  -0.292  1.476  -0.44

Entry 11:
C5H6O2 | wB97M-V/def2-TZVPD

The value obtained for the total energy is -9376.99882 eV. Its HOMO energy is -9.690 eV. The relative energy (zero: lowest compared OMol25 entry of this formula, charge and spin) is 9.3 kJ/mol. Its structure (SMILES) is O=C1CCC(=O)C1.

Each line ends with the Mulliken charge.
Geometry (Å):
O  -0.827  -1.213  1.975  -0.55
C  -0.574  -0.634  0.949  0.47
C  -0.416  0.880  0.792  -0.61
C  0.683  1.013  -0.282  -0.49
C  0.607  -0.272  -1.119  0.36
O  1.108  -0.440  -2.203  -0.55
C  -0.274  -1.277  -0.391  -0.44
H  -0.167  1.312  1.767  0.34
H  -1.362  1.321  0.458  0.28
H  1.618  1.058  0.283  0.24
H  0.655  1.878  -0.955  0.34
H  0.164  -2.274  -0.324  0.36
H  -1.215  -1.352  -0.950  0.26

Entry 12:
C5H6O2 | wB97M-V/def2-TZVPD

The value obtained for the total energy is -9371.73800 eV. Its HOMO energy is -7.887 eV. The relative energy (zero: lowest compared OMol25 entry of this formula, charge and spin) is 516.9 kJ/mol.

Each line ends with the Mulliken charge.
Geometry (Å):
C  0.658  -1.256  -0.261  -0.67
C  -0.046  0.247  1.867  -1.07
C  -1.206  0.265  -1.652  0.62
C  -0.317  -0.130  -0.707  0.52
C  -0.237  -0.512  0.607  -0.03
O  0.643  1.046  -1.723  -0.69
O  -2.072  0.348  -2.408  -0.31
H  0.467  1.937  -1.388  0.30
H  1.722  -1.022  -0.339  0.21
H  0.371  -2.241  -0.620  0.21
H  0.978  0.635  1.960  0.30
H  -0.740  1.087  1.935  0.30
H  -0.220  -0.403  2.729  0.30

Entry 13:
C5H6O2 | wB97M-V/def2-TZVPD

The value obtained for the total energy is -9369.88167 eV. Its HOMO energy (spin up / spin down) is -8.136 / -8.136 eV. The relative energy (zero: lowest compared OMol25 entry of this formula, charge and spin) is 696.0 kJ/mol.

Each line ends with the Mulliken charge.
Geometry (Å):
O  1.025  1.309  1.754  -0.56
C  0.596  0.824  0.731  0.59
C  1.459  -0.093  -0.168  -0.16
O  0.761  -1.176  -0.355  -0.26
C  -0.640  -0.682  -0.468  0.05
C  -1.547  -0.384  0.675  -0.69
C  -0.684  0.706  0.076  -0.52
H  2.542  -0.192  -0.211  0.38
H  1.095  0.787  -1.480  0.08
H  -0.990  -0.991  -1.453  0.36
H  -1.275  -0.756  1.662  0.22
H  -2.617  -0.412  0.474  0.23
H  0.273  1.060  -1.236  0.27

Entry 14:
C5H6O2 | wB97M-V/def2-TZVPD

The value obtained for the total energy is -9375.21088 eV. Its HOMO energy is -10.456 eV. The relative energy (zero: lowest compared OMol25 entry of this formula, charge and spin) is 181.9 kJ/mol. Its structure (SMILES) is C#C[C@@H](C)OC=O.

Each line ends with the Mulliken charge.
Geometry (Å):
C  -2.271  -0.917  -0.417  0.12
C  -1.109  -0.691  -0.202  -0.68
C  0.280  -0.289  0.067  0.38
C  1.254  -0.685  -1.032  -1.31
O  0.281  1.156  0.139  -0.28
C  0.038  1.703  1.340  0.13
O  0.043  1.132  2.397  -0.48
H  -3.306  -1.102  -0.606  0.42
H  0.599  -0.688  1.035  0.30
H  0.980  -0.202  -1.974  0.33
H  1.242  -1.769  -1.176  0.37
H  2.266  -0.376  -0.756  0.34
H  -0.172  2.774  1.204  0.36

Entry 15:
C5H6O2 | wB97M-V/def2-TZVPD

The value obtained for the total energy is -9374.61823 eV. Its HOMO energy is -10.117 eV. The relative energy (zero: lowest compared OMol25 entry of this formula, charge and spin) is 239.0 kJ/mol. Its structure (SMILES) is C#C[C@H](C=O)CO.

Each line ends with the Mulliken charge.
Geometry (Å):
C  -0.234  1.286  -2.432  0.23
C  -0.027  0.680  -1.412  -1.12
C  0.043  -0.213  -0.252  0.46
C  -1.346  -0.357  0.364  0.01
O  -1.534  -0.918  1.420  -0.51
C  1.037  0.075  0.902  -0.64
O  1.248  -1.109  1.628  -0.55
H  -0.417  1.800  -3.352  0.42
H  0.339  -1.205  -0.624  0.26
H  -2.182  0.110  -0.189  0.39
H  0.636  0.874  1.544  0.29
H  2.006  0.402  0.517  0.38
H  0.374  -1.373  1.960  0.38

Entry 16:
C5H6O2 | wB97M-V/def2-TZVPD

The value obtained for the total energy is -9373.22746 eV. Its HOMO energy is -8.937 eV. The relative energy (zero: lowest compared OMol25 entry of this formula, charge and spin) is 373.2 kJ/mol. Its structure (SMILES) is O=c1cc1CCO.

Each line ends with the Mulliken charge.
Geometry (Å):
O  -1.307  -2.144  -0.232  -0.60
C  -1.480  -1.035  0.158  0.55
C  -2.239  0.150  0.439  -0.61
C  -0.871  0.201  0.565  0.39
C  0.432  0.711  0.773  -0.78
C  1.482  0.331  -0.697  -0.38
O  0.952  -0.809  -1.277  -0.47
H  -3.145  0.705  0.222  0.34
H  0.841  0.089  1.533  0.29
H  0.718  1.774  0.835  0.33
H  2.464  0.319  -0.259  0.30
H  1.356  1.152  -1.403  0.35
H  0.798  -1.443  -0.656  0.30

Entry 17:
C5H6O2 | wB97M-V/def2-TZVPD

The value obtained for the total energy is -9373.21380 eV. Its HOMO energy is -9.458 eV. The relative energy (zero: lowest compared OMol25 entry of this formula, charge and spin) is 374.5 kJ/mol.

Each line ends with the Mulliken charge.
Geometry (Å):
O  2.146  -1.027  -1.071  -0.48
C  1.482  -0.157  -0.562  -0.19
C  -0.037  -0.010  -0.243  1.38
C  0.050  -0.179  1.236  -0.96
C  -1.089  -0.988  -0.136  -0.90
C  -0.489  1.359  -0.699  -0.16
O  -1.499  1.580  -1.323  -0.46
H  1.852  0.556  0.218  0.29
H  -0.330  0.518  1.979  0.27
H  0.654  -1.005  1.640  0.32
H  -2.081  -0.775  -0.599  0.25
H  -0.892  -2.034  0.040  0.32
H  0.232  2.163  -0.480  0.32

Entry 18:
C5H6O2 | wB97M-V/def2-TZVPD

The value obtained for the total energy is -9375.24731 eV. Its HOMO energy is -10.436 eV. The relative energy (zero: lowest compared OMol25 entry of this formula, charge and spin) is 178.3 kJ/mol. Its structure (SMILES) is C#C[C@@H](C)OC=O.

Each line ends with the Mulliken charge.
Geometry (Å):
C  -1.227  -1.239  1.779  0.16
C  -0.701  -0.486  1.002  -0.71
C  -0.038  0.383  0.020  0.37
C  1.052  1.252  0.628  -1.32
O  0.596  -0.461  -0.968  -0.29
C  -0.171  -0.836  -2.001  0.12
O  -1.284  -0.447  -2.236  -0.48
H  -1.696  -1.919  2.457  0.43
H  -0.790  0.995  -0.487  0.30
H  1.835  0.629  1.068  0.33
H  0.629  1.891  1.408  0.37
H  1.495  1.885  -0.147  0.34
H  0.384  -1.562  -2.612  0.37

Entry 19:
C5H6O2 | wB97M-V/def2-TZVPD

The value obtained for the total energy is -9375.98275 eV. Its HOMO energy is -8.137 eV. The relative energy (zero: lowest compared OMol25 entry of this formula, charge and spin) is 107.4 kJ/mol. Its structure (SMILES) is Cc1ccc(O)o1.

Each line ends with the Mulliken charge.
Geometry (Å):
C  -1.975  -0.104  -0.452  -1.05
C  -0.509  0.068  -0.388  0.49
C  0.372  1.085  -0.541  -0.46
C  1.657  0.596  -0.121  -0.53
C  1.415  -0.660  0.320  0.40
O  1.996  -1.438  1.257  -0.52
O  0.140  -1.035  0.070  -0.32
H  -2.251  -0.862  0.287  0.30
H  -2.471  0.832  -0.188  0.32
H  -2.325  -0.436  -1.434  0.24
H  0.106  2.122  -0.692  0.38
H  2.589  1.139  -0.065  0.41
H  1.325  -1.365  1.962  0.34

Entry 20:
C5H6O2 | wB97M-V/def2-TZVPD

The value obtained for the total energy is -9374.99971 eV. Its HOMO energy is -10.378 eV. The relative energy (zero: lowest compared OMol25 entry of this formula, charge and spin) is 202.2 kJ/mol. Its structure (SMILES) is C#C[C@@H](C)OC=O.

Each line ends with the Mulliken charge.
Geometry (Å):
C  -0.633  2.272  -0.301  0.22
C  -0.364  1.175  0.113  -0.78
C  -0.183  -0.184  0.646  0.42
C  -1.215  -1.141  0.061  -1.22
O  1.118  -0.763  0.459  -0.29
C  2.037  -0.254  -0.385  0.25
O  3.086  -0.807  -0.573  -0.47
H  -0.874  3.245  -0.669  0.42
H  -0.311  -0.123  1.734  0.15
H  -1.052  -1.249  -1.014  0.31
H  -2.226  -0.760  0.217  0.38
H  -1.115  -2.115  0.544  0.34
H  1.732  0.704  -0.832  0.26